1.
A gas-phase ion, C7H16N3OS (charge +1) in a non-equilibrium geometry, computed with ωB97M-V/def2-TZVPD.

Geometry (Å):
C 2.223 -2.399 1.185
C 1.510 -1.090 0.924
O 0.450 -1.293 -0.012
C -0.233 -0.202 -0.493
C -1.592 -0.748 -0.952
C -2.677 -0.715 0.112
N -3.588 0.412 -0.083
C 0.428 0.538 -1.656
N 1.308 1.572 -1.094
C 0.927 2.012 0.059
N 1.531 2.904 0.806
S -0.518 1.234 0.641
H 1.715 -2.916 1.982
H 3.192 -2.138 1.574
H 2.308 -2.999 0.296
H 1.148 -0.733 1.871
H 2.244 -0.404 0.521
H -1.469 -1.764 -1.276
H -1.971 -0.206 -1.802
H -3.271 -1.606 -0.010
H -2.279 -0.770 1.126
H -4.097 0.626 0.762
H -3.110 1.231 -0.430
H 1.086 -0.152 -2.182
H -0.240 0.922 -2.398
H 2.144 1.890 -1.564
H 1.717 3.801 0.368
H 1.114 2.995 1.723

For the HOMO-LUMO gap, the calculation gives 8.692 eV. The total energy is -24864.97315 eV. As for the charge: +1. The calculation puts the HOMO energy at -12.2 eV. For the relative energy (zero: lowest compared OMol25 entry of this formula, charge and spin), the calculation gives 0.0 kJ/mol. The multiplicity is 1.

***

2.
A gas-phase ion, C7H16N3OS (charge +1) in a non-equilibrium geometry, computed with ωB97M-V/def2-TZVPD.

Geometry (Å):
C 1.695 2.554 0.902
C -3.126 -0.971 1.023
C -1.320 -2.369 -0.173
C 2.339 -1.442 -1.968
C -1.188 0.148 -0.081
C -1.581 -1.085 0.748
C 1.044 -0.847 -1.737
N 2.345 4.710 1.916
N 1.970 3.708 1.371
N 0.674 2.178 0.251
O 1.476 -0.202 0.636
S 0.685 0.173 -0.480
H 2.492 1.831 1.142
H -3.595 -0.669 0.050
H -3.500 -2.043 1.215
H -3.287 -0.208 1.697
H -0.236 -2.201 -0.552
H -1.985 -2.384 -1.154
H -1.440 -3.380 0.294
H 2.667 -2.009 -1.147
H 2.335 -2.246 -2.769
H 3.021 -0.639 -2.268
H -1.822 0.139 -1.012
H -1.446 1.020 0.493
H -0.859 -1.205 1.479
H 0.573 -0.401 -2.541
H 2.074 4.919 2.804
H -0.005 2.921 -0.140

For the HOMO-LUMO gap (spin up / spin down), the calculation gives 6.492 / 7.502 eV. The total energy is -24856.09360 eV. As for the charge: +1. The calculation puts the HOMO energy (spin up / spin down) at -11.3 / -13.2 eV. The expectation value of S² is 2.02. For the relative energy (zero: lowest compared OMol25 entry of this formula, charge and spin), the calculation gives 397.9 kJ/mol. The multiplicity is 3.

***

3.
3 unconnected molecules or ions with the total composition C7H16NO2S3 in a non-equilibrium geometry, computed with ωB97M-V/def2-TZVPD.

Geometry (Å):
C 2.346 -0.202 -0.465
C -1.864 1.801 1.537
C -2.333 -0.301 0.196
C -3.119 -0.144 2.592
C 1.974 -1.654 -2.413
C 4.000 -0.305 -2.225
C -2.471 0.450 1.411
N 2.764 -0.709 -1.631
O -0.355 -1.302 3.430
O 0.023 0.999 3.800
S 1.099 -0.823 0.416
S 3.253 1.206 0.153
S 0.644 -0.310 3.761
H -1.733 2.067 2.603
H -1.031 1.907 0.924
H -2.720 2.439 1.152
H -2.263 0.521 -0.586
H -2.895 -1.162 0.113
H -1.205 -0.532 0.204
H -2.447 -0.969 2.972
H -3.251 0.538 3.392
H -3.975 -0.600 2.393
H 0.977 -1.563 -2.115
H 1.976 -1.379 -3.387
H 2.530 -2.576 -2.299
H 4.614 -0.045 -1.396
H 4.574 -1.003 -2.685
H 3.877 0.448 -2.937
H 3.101 0.894 1.419

For the HOMO-LUMO gap (spin up / spin down), the calculation gives 3.881 / 6.152 eV. The total energy is -45596.91191 eV. As for the charge: +1. The calculation puts the HOMO energy (spin up / spin down) at -8.5 / -13.9 eV. The expectation value of S² is 2.01. The multiplicity is 3.

***

4.
A molecular structure, C7H16NO2Si2 in a non-equilibrium geometry, computed with ωB97M-V/def2-TZVPD.

Geometry (Å):
C -2.640 -0.203 -0.661
C 0.534 1.325 -0.338
C 1.245 -0.040 -0.366
C -0.924 0.507 2.424
C -1.116 3.319 0.937
C 0.542 -3.045 -0.277
C 0.063 -1.296 -2.898
N -1.536 -0.830 -0.266
O -2.494 1.210 -0.082
O -3.663 -0.519 -1.196
Si -1.082 1.351 0.733
Si -0.088 -1.368 -1.001
H 1.255 1.955 0.199
H 0.300 1.493 -1.419
H 2.027 -0.076 -1.194
H 1.521 -0.174 0.628
H -1.187 -0.522 2.280
H -0.123 0.508 3.123
H -1.716 1.032 3.070
H -0.582 3.565 1.880
H -0.549 3.729 0.101
H -2.127 3.827 1.036
H -0.039 -3.950 -0.519
H 1.592 -3.291 -0.597
H 0.490 -3.017 0.759
H -0.190 -2.203 -3.472
H -0.736 -0.572 -3.141
H 1.148 -0.858 -3.198

For the HOMO-LUMO gap, the calculation gives 8.050 eV. The total energy is -28862.65001 eV. As for the charge: -1. The calculation puts the HOMO energy at -4.5 eV. For the relative energy (zero: lowest compared OMol25 entry of this formula, charge and spin), the calculation gives 136.5 kJ/mol. The multiplicity is 1.

***

5.
A single C7H16NOP molecule in a non-equilibrium geometry, computed with ωB97M-V/def2-TZVPD.

Geometry (Å):
C 2.166 -0.106 2.280
C 0.794 0.640 1.901
C 2.390 -1.345 1.568
C -1.325 -0.928 -0.314
C -1.693 1.380 -1.283
C -0.706 -0.460 -2.691
C -0.843 0.124 -1.294
N 0.789 1.357 0.687
O 1.335 1.785 -1.779
P 0.925 0.692 -0.885
H 2.974 0.611 2.127
H 2.047 -0.297 3.352
H 0.012 -0.117 1.879
H 0.606 1.339 2.720
H 3.094 -1.409 0.760
H 1.730 -2.177 1.727
H -2.164 -1.477 -0.742
H -0.529 -1.638 -0.097
H -1.663 -0.476 0.616
H -2.707 1.161 -1.617
H -1.257 2.120 -1.951
H -1.735 1.803 -0.281
H -0.245 0.269 -3.356
H -0.075 -1.348 -2.667
H -1.681 -0.737 -3.094
H 1.357 2.198 0.699

For the HOMO-LUMO gap (spin up / spin down), the calculation gives 7.244 / 7.910 eV. The total energy is -20343.29665 eV. The calculation puts the HOMO energy (spin up / spin down) at -8.1 / -7.8 eV. For the relative energy (zero: lowest compared OMol25 entry of this formula, charge and spin), the calculation gives 225.7 kJ/mol. The multiplicity is 1.

***

6.
2 unconnected molecules or ions with the total composition C7H16O in a non-equilibrium geometry, computed with ωB97M-V/def2-TZVPD.

Geometry (Å):
C -1.208 -1.700 -3.081
C -0.990 -1.581 -1.544
C 0.289 -0.854 -1.163
C 0.364 -0.285 0.241
C -0.185 -0.971 1.241
C -0.176 -0.454 2.664
C 1.008 1.066 0.376
H -2.197 -1.351 -3.351
H -0.857 -2.650 -3.470
H -0.513 -1.011 -3.587
H -1.127 -2.573 -1.121
H -1.861 -1.039 -1.171
H 0.396 -0.067 -1.905
H 1.137 -1.529 -1.280
H -0.865 -1.794 1.056
H -0.850 0.401 2.798
H 0.816 -0.052 2.916
H -0.411 -1.204 3.415
H 1.737 1.187 -0.418
H 1.608 1.170 1.272
H 0.228 1.828 0.381
H 1.727 4.885 1.437
H 0.818 4.406 2.599
O 1.114 4.171 1.696

For the HOMO-LUMO gap (spin up / spin down), the calculation gives 2.010 / 9.053 eV. The total energy is -9564.01161 eV. As for the charge: -1. The calculation puts the HOMO energy (spin up / spin down) at 1.1 / -6.0 eV. The expectation value of S² is 0.75. For the relative energy (zero: lowest compared OMol25 entry of this formula, charge and spin), the calculation gives 19.0 kJ/mol. The multiplicity is 2.

***

7.
2 unconnected molecules or ions with the total composition C7H16O in a non-equilibrium geometry, computed with ωB97M-V/def2-TZVPD.

Geometry (Å):
C 2.089 -1.991 -0.985
C 1.759 -0.872 0.011
C 0.527 -1.162 0.876
C -0.438 -0.012 1.053
C 0.033 1.145 1.532
C -0.746 2.441 1.624
C -1.840 -0.152 0.519
H 1.216 -2.167 -1.628
H 2.407 -2.926 -0.520
H 2.890 -1.653 -1.649
H 1.654 0.029 -0.601
H 2.633 -0.667 0.643
H 0.903 -1.487 1.852
H 0.031 -2.048 0.463
H 1.056 1.176 1.860
H -0.187 3.176 2.201
H -1.659 2.328 2.217
H -0.957 2.789 0.617
H -2.473 -0.654 1.243
H -1.837 -0.719 -0.426
H -2.220 0.812 0.184
H -1.554 0.454 -3.042
H -2.047 1.242 -4.231
O -1.243 0.918 -3.814

For the HOMO-LUMO gap (spin up / spin down), the calculation gives 2.694 / 9.177 eV. The total energy is -9564.20810 eV. As for the charge: -1. The calculation puts the HOMO energy (spin up / spin down) at 1.0 / -5.7 eV. The expectation value of S² is 0.75. For the relative energy (zero: lowest compared OMol25 entry of this formula, charge and spin), the calculation gives 0.0 kJ/mol. The multiplicity is 2.

***

8.
2 unconnected molecules or ions with the total composition C7H16O in a non-equilibrium geometry, computed with ωB97M-V/def2-TZVPD.

Geometry (Å):
C 0.390 0.705 1.143
C -0.831 0.623 0.622
C -1.959 1.343 1.327
C -1.859 2.857 1.212
C -1.184 -0.165 -0.603
C -0.048 -0.578 -1.533
C 0.705 -1.853 -1.143
H 1.223 0.297 0.602
H 0.640 1.127 2.108
H -2.019 1.017 2.370
H -2.960 1.079 0.964
H -2.123 3.196 0.207
H -2.476 3.416 1.922
H -0.850 3.252 1.366
H -1.954 0.385 -1.086
H -1.704 -1.081 -0.280
H 0.637 0.282 -1.518
H -0.376 -0.583 -2.565
H 1.071 -2.409 -2.002
H 0.038 -2.464 -0.569
H 1.564 -1.613 -0.566
O 4.540 -2.982 -1.053
H 4.832 -2.196 -0.558
H 4.702 -3.656 -0.369

For the HOMO-LUMO gap, the calculation gives 9.881 eV. The total energy is -9565.10130 eV. Its SMILES is C=C(CC)CCC.O. The calculation puts the HOMO energy at -9.1 eV. For the relative energy (zero: lowest compared OMol25 entry of this formula, charge and spin), the calculation gives 112.8 kJ/mol. The multiplicity is 1.

***

9.
A single C7H16O molecule in a non-equilibrium geometry, computed with ωB97M-V/def2-TZVPD.

Geometry (Å):
C 0.590 2.483 -0.031
C -0.282 1.286 0.333
C 0.277 -0.142 -0.085
C 0.173 -0.348 -1.595
C 1.735 -0.304 0.354
C -0.602 -1.140 0.681
C -2.088 -1.138 0.350
O -0.149 -2.507 0.370
H 0.863 2.458 -1.083
H 1.497 2.512 0.569
H 0.045 3.407 0.158
H -0.502 1.337 1.402
H -1.233 1.417 -0.184
H 0.243 -1.411 -1.817
H -0.778 0.014 -1.978
H 0.974 0.180 -2.108
H 1.828 -0.239 1.437
H 2.136 -1.258 0.017
H 2.359 0.463 -0.097
H -0.469 -0.971 1.762
H -2.578 -0.250 0.739
H -2.536 -2.012 0.816
H -2.246 -1.209 -0.721
H 0.743 -2.629 0.712

For the HOMO-LUMO gap, the calculation gives 10.892 eV. The total energy is -9566.16660 eV. Its SMILES is CCC(C)(C)[C@@H](C)O. The calculation puts the HOMO energy at -10.1 eV. For the relative energy (zero: lowest compared OMol25 entry of this formula, charge and spin), the calculation gives 10.0 kJ/mol. The multiplicity is 1.

***

Number 1 is which compound?
C7H16N3OS